56
Properties=species:S:1:pos:R:3 method="wB97M-V/def2-TZVPD" charge=+4 s2=0.76 lumo_energy_ev="-16.029 / -16.778" energy_ha=-1731.96766 gap_ev="5.2 / 4.5" spin_multiplicity=2
Hf 27.01524 -1.71356 -0.05584
F 28.87700 -0.35453 0.19412
C 29.86626 -3.57985 -3.42904
C 28.79404 -2.50544 -3.09360
O 28.43630 -2.35681 -1.91558
N 28.17511 -1.81534 -3.97857
C 28.36210 -1.89175 -5.39708
H 30.60098 -3.75306 -2.64272
H 30.50313 -3.30166 -4.26875
H 29.42037 -4.50450 -3.79551
H 27.44405 -1.20273 -3.64636
H 28.70805 -0.94431 -5.81034
H 27.45318 -2.17447 -5.92816
H 29.09954 -2.58562 -5.80060
C 24.90032 2.06185 1.76483
C 26.14580 1.54810 1.17196
O 26.21626 0.32781 0.75641
N 27.28720 2.20400 1.14906
C 27.48285 3.59178 1.41659
H 24.43298 1.31355 2.40495
H 24.19567 2.19859 0.94455
H 25.14341 2.94478 2.35596
H 28.09829 1.70875 0.80708
H 28.49972 3.96915 1.30857
H 27.17406 3.72834 2.45298
H 26.80239 4.27431 0.90744
C 28.27830 6.24017 -1.43564
C 29.66278 5.62334 -1.18506
O 29.55490 4.27742 -1.29473
C 30.58577 3.49850 -1.05160
O 31.65989 3.82665 -0.58916
O 30.30920 2.30945 -1.58403
C 31.21878 1.25313 -1.43748
H 27.53174 5.74489 -0.81480
H 28.08475 6.16315 -2.50554
H 28.24562 7.30862 -1.22242
H 29.82749 5.87100 -0.13643
H 30.45855 5.97839 -1.83989
H 31.40546 0.81254 -0.45813
H 32.21409 1.62257 -1.68441
H 30.89136 0.44155 -2.08728
C 30.40139 -0.79488 4.11091
C 29.56425 0.20525 4.89619
C 28.16217 0.28054 4.20438
S 27.86845 -1.46863 3.67306
O 27.61292 -1.46173 2.24803
O 26.94825 -2.12378 4.58988
C 29.55997 -2.05598 3.96913
H 31.39094 -0.89738 4.55631
H 30.56630 -0.49878 3.07494
H 30.05608 1.17686 4.94266
H 29.51209 -0.21420 5.90090
H 28.27814 0.89569 3.31205
H 27.36565 0.64784 4.85149
H 29.82908 -2.67226 3.11129
H 29.74810 -2.60223 4.89342

51
Properties=species:S:1:pos:R:3 method="wB97M-V/def2-TZVPD" charge=+3 s2=8.77 lumo_energy_ev="-9.639 / -13.506" e_above_lowest_kj_mol=0.00 energy_ha=-1583.67114 gap_ev="6.0 / 6.7" spin_multiplicity=6
C -0.68334 2.56436 -1.85680
C -0.41324 1.39253 -2.74618
N -0.46064 0.17276 -2.14686
C -0.38206 -0.94336 -2.92438
C -0.14623 -0.85859 -4.29092
C -0.07590 0.38304 -4.90430
C -0.25112 1.52268 -4.12475
C -0.61244 -2.29386 -2.27772
P -0.18377 -2.06951 -0.43847
H -0.40989 2.51295 -4.56303
H 0.07297 -1.78523 -4.82400
H 0.01503 0.44570 -5.98342
C 1.30096 2.75228 -0.46270
C -0.88434 3.14138 0.51630
H 0.11623 -3.02514 -2.68033
H -1.77082 2.72587 -1.79095
H -0.24061 3.48897 -2.25379
C 1.43298 -2.94775 -0.14665
C -1.34572 -3.15353 0.40497
H 1.57708 -3.17702 0.91949
H 1.42743 -3.89428 -0.70134
H 2.28308 -2.33723 -0.47717
H -1.47433 -2.88793 1.45442
H -2.30149 -3.08972 -0.11510
H -0.98261 -4.18255 0.35572
H -0.78349 4.21004 0.28081
H -1.93290 2.82572 0.46908
H -0.49286 2.91677 1.51118
H 1.34406 3.81771 -0.74166
H 1.69265 2.61355 0.55040
H 1.87146 2.15138 -1.18012
Os -0.49652 0.15596 -0.05238
H 1.11566 -0.08427 0.01396
O -2.36690 0.92344 0.31123
H -1.56955 -2.74795 -2.59479
H -2.85532 0.66542 -0.49831
N -0.12635 2.31887 -0.46770
C 2.12024 -0.25060 2.62846
P 0.39278 -0.18589 3.09697
C -0.13849 -1.81622 3.62641
C 0.15329 1.04424 4.37590
O -0.53966 0.30349 1.95860
H 2.72135 -0.58188 3.48447
H 2.45590 0.74989 2.33038
H 2.27217 -0.94631 1.79364
H 0.45580 -2.12262 4.49561
H -1.19543 -1.77487 3.92529
H 0.00030 -2.56443 2.83269
H 0.53289 2.01236 4.02450
H -0.91915 1.13983 4.58844
H 0.68087 0.76956 5.29491

59
Properties=species:S:1:pos:R:3 method="wB97M-V/def2-TZVPD" lumo_energy_ev=0.083 energy_ha=-2322.76233 gap_ev=8.9
C 2.26601 -2.85130 -0.33501
C 2.82132 -1.93179 -1.45004
O 2.24802 -0.63281 -1.51120
C 2.20893 0.03882 -0.24714
C 0.74617 0.04307 0.27273
O 0.15348 1.34769 0.23702
C -0.83565 1.44933 -0.75238
B -0.25747 1.33089 -2.25411
O -0.56762 0.25319 -3.04134
C 0.70861 2.43688 -2.87743
C 0.03171 2.98429 -4.18270
O -1.17646 2.88014 -0.66039
S -2.08618 3.06926 0.65726
O -1.42404 3.07201 1.91716
O -2.98659 4.16044 0.57268
O -2.86782 1.64301 0.57630
C -2.18037 0.78114 -0.37723
C -3.21979 0.55757 -1.45042
I -3.66269 2.08173 -2.89250
C -3.89854 -0.57126 -1.50179
C -3.70712 -1.71333 -0.50116
I -5.41161 -0.97386 -2.96532
H 1.20474 -2.67269 -0.12709
H 2.34206 -3.88806 -0.69429
H 2.87666 -2.73678 0.56794
H 2.56790 -2.41282 -2.40910
H 3.92540 -1.88915 -1.43959
H 2.91763 -0.34906 0.49253
H 2.47777 1.09058 -0.43873
H 0.17378 -0.71947 -0.27856
H 0.74092 -0.30603 1.33354
H 0.15858 0.16317 -3.67931
H 0.87841 3.27073 -2.18261
H 1.68935 1.99333 -3.11853
H 0.66948 3.76913 -4.60404
H -0.12564 2.16342 -4.89390
H -0.95463 3.37539 -3.90454
H -1.92208 -0.13296 0.16518
H -3.41247 -1.30362 0.47058
H -2.93839 -2.42248 -0.83616
H -4.67596 -2.18947 -0.36403
C 2.59046 -1.28135 4.05987
O 1.81781 -1.53198 2.88881
H 3.34955 -0.54248 3.81666
H 1.95276 -0.89240 4.85689
H 3.07732 -2.20051 4.39475
H 1.15280 -2.18879 3.12162
C -5.90129 -1.13435 2.51774
O -5.46437 -2.21241 1.69107
H -5.58231 -0.20059 2.05920
H -6.99038 -1.13963 2.60088
H -5.45606 -1.21650 3.51203
H -5.75340 -3.03074 2.10865
C 5.93908 0.65730 2.20180
O 5.44116 0.10963 0.98490
H 5.14774 0.61401 2.94595
H 6.79579 0.07784 2.55491
H 6.23535 1.69849 2.05451
H 6.15219 0.15619 0.33743

53
Properties=species:S:1:pos:R:3 method="wB97M-V/def2-TZVPD" charge=+2 lumo_energy_ev=-9.849 energy_ha=-5368.81756 gap_ev=3.7
C 5.46636 -0.35000 -0.30358
C 4.78094 1.11917 -0.52979
C 3.15539 0.88055 -0.44007
C 2.33971 2.31683 -0.48918
C 1.01377 2.13695 0.48430
C -0.24088 3.08897 -0.02264
C -1.59140 2.51986 0.73196
C -2.93057 2.59732 -0.18609
C -2.99547 1.51487 -1.40770
C -3.73252 0.10011 -0.98315
C -2.68447 -0.71419 -0.03575
C -2.98335 -0.85362 1.55873
O -1.98736 -1.82249 2.08714
P -1.14789 -2.66351 0.77536
C -0.11402 -3.11789 -0.80586
C 0.90575 -1.94143 -1.27328
F -1.11221 -3.24222 -1.90444
P -2.04389 -4.63904 1.09899
O -2.86775 -4.70793 2.63821
Br -0.28643 -6.09560 1.39350
O -2.32339 -2.10306 -0.41780
H 5.88616 -0.44988 0.79075
H 4.72520 -1.23634 -0.44369
H 6.38044 -0.54405 -1.01389
H 4.98179 1.43906 -1.64124
H 5.14167 1.92827 0.22929
H 2.85758 0.29174 -1.40079
H 2.82952 0.24133 0.47051
H 2.98789 3.17870 -0.06034
H 1.91985 2.52299 -1.55500
H 1.28471 2.34800 1.59962
H 0.69979 1.02501 0.37726
H -0.33408 3.06675 -1.18848
H -0.11306 4.18946 0.36558
H -1.80255 3.17528 1.68880
H -1.32296 1.46453 1.12688
H -2.92365 3.65807 -0.70074
H -3.88727 2.57277 0.47199
H -3.59404 2.04608 -2.27259
H -1.92068 1.35135 -1.83850
H -4.77523 0.27036 -0.50867
H -3.83670 -0.50043 -1.98920
H -1.67220 -0.16284 -0.29093
H -3.04893 0.15440 2.16529
H -4.09950 -1.21990 1.63532
H -0.32020 -1.48194 0.77464
H -0.07374 -3.19986 1.62104
H 0.43585 -4.13550 -0.72288
H 1.08745 -2.09557 -2.42478
H 1.95835 -2.04890 -0.76640
H 0.49409 -0.86434 -1.15655
H -3.42154 -3.87471 2.76694
Lu 4.85568 2.86647 1.92190

66
Properties=species:S:1:pos:R:3 method="wB97M-V/def2-TZVPD" charge=-2 lumo_energy_ev=4.187 energy_ha=-2823.20928 gap_ev=4.9
N 23.06700 2.84911 -11.61864
H 22.77729 2.80433 -12.61822
H 22.33837 2.72461 -10.90769
H 23.53613 3.75961 -11.46378
H 23.78111 2.14376 -11.33338
C 21.24736 5.41059 -14.12812
F 20.22015 6.21802 -14.38443
F 22.33799 6.00494 -14.58730
F 21.33222 5.24345 -12.80221
S 20.96271 3.69613 -14.93210
O 19.58899 3.40662 -14.59745
O 21.26061 3.87080 -16.34249
N 22.12042 2.69916 -14.09061
S 22.09553 1.47017 -15.10871
O 20.78322 0.88303 -15.40402
O 22.95174 1.61616 -16.26612
C 23.00776 0.15814 -14.10674
F 22.35898 -0.01116 -12.94073
F 23.10010 -0.98079 -14.79036
F 24.21409 0.61525 -13.85916
C 23.40513 -0.06302 -9.67028
C 24.80825 -0.05402 -10.23827
O 25.31710 1.14544 -10.70236
H 22.96800 -1.04572 -9.46405
H 22.70915 0.47242 -10.32852
H 23.31464 0.57139 -8.78125
H 24.92720 -0.87116 -10.97471
H 25.44659 -0.37834 -9.39154
C 23.44803 6.44781 -9.31961
C 23.94651 6.37623 -10.75389
O 24.78043 5.26962 -10.93554
H 22.85997 7.36907 -9.18288
H 24.28256 6.54939 -8.62581
H 22.77981 5.62087 -9.07493
H 24.49115 7.30682 -11.00199
H 23.14725 6.38034 -11.51438
C 20.32942 3.05644 -8.93448
O 21.36676 2.82575 -9.53318
N 19.57348 2.09570 -8.37452
C 18.28140 2.40415 -7.80171
C 19.92953 0.68228 -8.44515
H 19.84074 4.03990 -8.86245
H 18.39588 2.14339 -6.74182
H 17.50152 1.77530 -8.22995
H 17.99795 3.45141 -7.71573
H 20.95869 0.58098 -8.78314
H 19.93761 0.26004 -7.43637
H 19.16872 0.15388 -9.02033
C 25.43103 3.70898 -14.26586
O 26.08092 2.87058 -13.67105
N 25.67298 3.98492 -15.56808
C 24.74722 4.72886 -16.37371
C 26.72667 3.30035 -16.29636
H 24.72163 4.37560 -13.75050
H 24.34426 4.02078 -17.10268
H 25.27777 5.56701 -16.83507
H 23.89740 5.13232 -15.83242
H 27.40677 2.79122 -15.61703
H 26.35386 2.55215 -17.00003
H 27.31402 4.04727 -16.83740
C 19.66993 0.89228 -12.00475
C 18.35866 1.27690 -11.49097
N 17.28671 1.53104 -11.12378
H 19.71450 -0.17094 -12.23351
H 20.36123 1.04699 -11.17368
H 19.91282 1.51067 -12.86763

63
Properties=species:S:1:pos:R:3 method="wB97M-V/def2-TZVPD" smiles="CCOP(=O)(OCC)OCC.CCOP(=O)(OCC)OCC.OP(I)c1nnc(I)nn1" lumo_energy_ev=-1.625 energy_ha=-3067.59729 gap_ev=7.7
C -0.22174 -2.08452 -6.61315
C -1.07835 -2.46134 -5.41833
O -1.44162 -1.31923 -4.65553
P -2.73246 -0.38231 -5.12192
O -3.83526 -1.43607 -5.08027
O -3.05414 0.35687 -3.67814
C -4.33149 0.22318 -3.06112
C -4.34891 -0.94397 -2.08945
O -1.68436 0.93411 -5.41653
C -1.35506 1.31131 -6.74874
C -2.48219 1.12461 -7.74350
H -0.81490 -1.54504 -7.35714
H 0.18205 -2.97863 -7.09463
H 0.60787 -1.44384 -6.31135
H -1.96379 -3.01703 -5.73848
H -0.50357 -3.11365 -4.75711
H -5.11573 0.12704 -3.81401
H -4.53158 1.14933 -2.51662
H -3.91775 -1.84859 -2.52022
H -5.36949 -1.16444 -1.76902
H -3.75186 -0.70792 -1.20542
H -0.46037 0.76980 -7.06626
H -1.08150 2.36955 -6.72008
H -2.81158 0.07921 -7.78686
H -2.15783 1.41663 -8.74367
H -3.34692 1.73137 -7.46533
C 1.51844 -1.94072 4.30572
C 2.94707 -2.36926 4.02322
O 3.68985 -1.32989 3.40212
P 4.37054 -0.12619 4.32375
O 5.27018 -0.97328 5.21911
O 5.52196 0.39939 3.25839
C 6.90155 0.37630 3.61061
C 7.55769 -0.92013 3.16682
O 3.34668 1.02616 3.59111
C 2.23797 1.56285 4.30556
C 2.48090 1.74041 5.78992
H 1.49151 -1.19135 5.10202
H 0.91781 -2.79369 4.63149
H 1.05829 -1.50714 3.41632
H 3.43701 -2.70780 4.94016
H 2.93740 -3.21097 3.32701
H 7.02906 0.54138 4.68188
H 7.38316 1.21655 3.10444
H 6.96792 -1.79534 3.44164
H 8.55278 -1.01889 3.60574
H 7.65563 -0.94122 2.07900
H 1.35863 0.94075 4.12523
H 2.01973 2.53993 3.86591
H 2.73244 0.78820 6.27325
H 1.58822 2.13854 6.27516
H 3.31109 2.42863 5.96573
O -1.28149 1.71808 3.88388
P -1.90015 0.71001 2.65157
I -0.78806 1.21286 0.52885
C -3.69332 1.34899 2.44582
N -4.14234 1.41811 1.15590
N -5.35933 1.89029 1.01887
C -5.96639 2.23125 2.18975
I -7.96514 3.08778 1.95695
N -5.54333 2.12906 3.47955
N -4.32544 1.65534 3.61678
H -1.71606 2.57860 3.73365

54
Properties=species:S:1:pos:R:3 method="wB97M-V/def2-TZVPD" smiles=PCCCCSc1nnco1.COCCOC.COCCOC lumo_energy_ev=-0.305 e_above_lowest_kj_mol=499.39 energy_ha=-1776.89480 gap_ev=8.0
P 0.79588 0.68426 -0.59063
C 0.38959 0.01283 1.15205
C -0.78605 -1.13326 1.18919
C -0.22498 -2.47577 2.01398
C -0.41621 -3.83350 1.06775
S -0.13800 -5.44231 1.98597
C 1.67790 -5.88637 2.11321
N 2.74603 -5.33878 3.08379
N 4.01081 -5.94375 2.90209
C 3.86859 -6.95190 1.77771
O 2.47101 -6.87474 1.32056
H -0.47191 1.20266 -1.09134
H 1.33235 -0.32195 -1.47078
H 1.39664 -0.34671 1.62742
H -0.01620 0.94356 1.77978
H -1.16032 -1.39961 0.10284
H -1.72537 -0.64952 1.73739
H 0.86879 -2.33283 2.40517
H -0.97029 -2.57751 2.94088
H 0.17326 -3.74875 0.04171
H -1.56962 -3.82267 0.76051
H 4.77991 -7.60476 1.37652
C -4.35729 -2.64589 -0.80568
O -3.73477 -1.36720 -0.82559
C -4.16709 -0.57258 -1.93558
C -5.17013 0.49597 -1.49353
O -6.40966 -0.09326 -1.08807
C -6.55463 -0.12463 0.32751
H -4.11342 -3.13187 0.14268
H -5.44395 -2.56768 -0.88545
H -3.96699 -3.26149 -1.62254
H -4.58750 -1.20186 -2.72907
H -3.27723 -0.07560 -2.33510
H -5.39125 1.14503 -2.34628
H -4.75237 1.12174 -0.69410
H -6.71749 0.88928 0.70561
H -5.67982 -0.56593 0.81263
H -7.42995 -0.73262 0.56975
C 5.26874 6.26881 -0.32761
O 5.37036 5.28054 -1.34543
C 5.20557 3.95474 -0.83016
C 3.81460 3.40410 -1.15466
O 2.79868 4.10159 -0.42703
C 2.09141 5.02923 -1.24258
H 5.23882 7.25175 -0.80507
H 4.36080 6.14476 0.26700
H 6.14874 6.22430 0.32215
H 5.39758 3.92604 0.24904
H 5.95559 3.32779 -1.32296
H 3.76849 2.35720 -0.83962
H 3.61904 3.43925 -2.23435
H 1.45335 4.48968 -1.94916
H 2.77274 5.68909 -1.78642
H 1.45724 5.64109 -0.59609

54
Properties=species:S:1:pos:R:3 method="wB97M-V/def2-TZVPD" charge=-1 lumo_energy_ev=2.647 e_above_lowest_kj_mol=0.00 energy_ha=-2520.60600 gap_ev=6.4
O 47.60000 8.60600 40.21300
H 46.65100 8.86700 39.82300
C 50.31800 9.61100 41.75800
S 50.50500 9.80000 40.05100
O 51.53400 10.94800 39.92400
C 51.51100 8.28900 39.60200
H 51.30400 9.32200 42.30200
H 49.68600 8.64900 41.93900
H 49.74100 10.53400 42.14700
H 52.15900 8.37000 38.68300
H 50.74500 7.49300 39.41900
H 52.13400 8.03500 40.42200
C 49.22300 5.58400 41.85900
S 47.82600 5.70400 40.77500
O 47.45400 4.33900 40.24000
C 46.54700 5.81500 42.09700
H 49.80300 6.58900 42.08200
H 50.09200 4.88400 41.33700
H 48.81100 5.01400 42.71100
H 46.71500 6.73300 42.64100
H 46.36900 4.99300 42.84700
H 45.46400 5.80900 41.61400
C 47.62200 11.58800 36.60300
S 47.43400 11.72800 38.42000
O 48.05500 13.01600 38.88700
C 45.67200 11.89400 38.48500
H 48.70500 11.21800 36.58700
H 47.23600 12.41500 36.47200
H 47.01200 10.80800 36.20500
H 45.16700 12.83900 37.84000
H 45.40900 11.94700 39.51100
H 45.55400 10.82200 38.16300
C 48.40700 5.91600 36.74100
S 48.00300 7.67500 37.19800
O 48.29400 8.51300 35.92500
C 46.20800 7.43600 37.23300
H 47.95000 5.23900 37.69300
H 49.49400 5.63500 36.58200
H 47.82900 5.76000 35.91200
H 45.86900 6.75500 37.93900
H 45.77200 7.17300 36.29900
H 45.66900 8.45100 37.09900
C 44.11600 8.90100 41.72700
C 43.05600 8.34200 40.81000
C 41.96400 7.69400 41.43300
C 41.80900 7.52700 42.73100
C 42.73200 8.11200 43.65400
C 43.97000 8.71700 43.14400
H 44.95400 9.42800 41.20600
H 42.94500 8.62800 39.94500
H 41.17100 7.31400 40.67000
H 41.03800 6.90800 43.21200
H 42.56400 7.83100 44.77300
H 44.56400 9.06200 43.86000